Here is a molecular structure, C15H8Cl3MoN5O5S2 from the Open Molecules 2025 dataset. Energies are from ωB97M-V/def2-TZVPD.

Values from the calculation:
LUMO level (alpha / beta) = -10.014 / -10.047 eV
charge = +2
E_tot = -3470.84967 a.u.
gap between HOMO and LUMO (alpha / beta) = 5.06 / 5.01 eV
E_HOMO (alpha / beta) = -0.554 / -0.553 hartree

Last column: Löwdin charge in e.
Positions of all 39 atoms, in Å:
Mo: 0.8412 0.3879 0.3195  1.93
C: 2.0178 3.4280 -2.6643  0.02
O: -0.7697 1.1423 -0.0779  -0.24
C: 2.6242 1.2946 -3.5640  0.05
H: 1.9408 4.5039 -2.7286  0.14
C: -3.7640 1.8748 -1.9627  -0.16
C: 2.1416 0.7184 -2.4138  -0.27
C: 1.2808 -2.5165 -0.8606  -0.15
C: 1.5659 2.7879 -1.5245  -0.05
N: -0.9216 0.0477 -3.1498  0.22
O: 0.3278 0.9262 2.5097  -0.32
C: 1.8711 -3.1155 -1.9104  -0.29
C: -0.7834 -1.9811 1.8347  -0.25
H: 1.9884 -4.1731 -2.0921  0.10
N: -2.6038 2.2805 0.6418  0.24
C: 2.0160 -0.6897 -2.1273  -0.50
S: 2.4738 -1.9805 -3.0735  1.23
Cl: -0.8795 -2.5483 4.3610  0.72
N: -0.2797 -1.2484 1.1166  0.12
O: 1.6753 2.2128 1.1244  -0.37
N: -4.8226 2.2555 -2.2015  0.23
C: -1.6642 0.6395 -2.5001  -0.15
H: -3.5246 2.6690 0.4991  0.14
H: 0.8563 -3.0778 -0.0452  0.09
S: 1.7470 1.3603 2.3793  0.49
N: 1.6407 1.4548 -1.3968  -0.02
H: 2.9322 3.1594 -4.5884  0.14
O: 2.5054 1.7860 3.4677  -0.11
H: 3.0131 0.6747 -4.3606  0.14
C: 1.3516 -1.0739 -0.9375  -0.30
O: 2.2440 0.0448 1.5760  -0.39
H: 1.1535 3.3484 -0.7003  0.12
H: -2.1491 2.4143 1.5302  0.14
C: -2.4825 1.3835 -1.6008  -0.14
Cl: -0.9690 -4.5418 2.2381  0.71
C: -1.4500 -2.9281 2.7429  -1.62
Cl: -3.1781 -2.6847 2.5776  0.71
C: 2.5661 2.6783 -3.6912  0.04
C: -1.9926 1.6219 -0.3396  -0.37